The following is a DFT calculation (ωB97M-V/def2-TZVPD) of 5 unconnected molecules or ions with the total composition C56H104BN4O9 at a distorted geometry.

Summary:
charge	-1
HOMO level (spin up / spin down)	-3.40 / -3.40	eV
maximum force	5.1	eV/Å
gap between HOMO and LUMO (spin up / spin down)	4.87 / 4.05	eV
spin multiplicity	5

XYZ file:
```
174
Properties=species:S:1:pos:R:3:forces:R:3:mulliken_spin:R:1
C -1.153733 -0.911699 -6.688932 -0.6656 -0.2566 0.5779 0.00
C -2.453459 -1.343565 -5.817675 0.4079 0.3779 0.4756 0.00
C -2.478148 -0.484878 -4.441864 -0.1538 -0.1780 -0.9624 0.00
C -3.038778 0.985918 -4.763348 -0.8042 -1.0375 0.4020 0.00
C -3.409707 1.852703 -3.454617 -1.6800 1.2411 -1.5069 0.00
C -3.893326 1.110432 -2.121542 0.4920 -1.6272 0.1164 0.01
C -5.414472 0.542975 -2.214081 0.8545 0.0406 1.6710 0.00
C -5.625013 -0.518906 -0.992046 0.4277 0.4857 -0.6909 0.00
O -5.675883 -0.202288 -3.429574 -1.3965 1.1000 0.5687 0.00
C -6.978611 0.076788 -3.975866 -0.4650 0.3095 -2.0906 0.00
C -6.791520 0.756848 -5.438845 0.2149 1.1617 -2.8333 0.00
C -6.227950 -0.156641 -6.594079 -1.1713 4.6506 -0.0400 0.00
C -6.003840 0.502030 -7.974725 -1.0720 1.6868 2.3407 0.00
C -6.324387 2.008506 -8.247063 -0.7131 -1.1610 3.3348 0.00
C -6.920991 2.912304 -7.115345 0.9839 -4.3084 0.6321 0.00
C -7.149598 2.261716 -5.715896 1.2393 -2.0607 -2.3933 0.00
O -4.647725 2.545933 -3.870736 1.4297 -0.4279 0.4355 0.00
B -4.647877 3.926211 -3.278900 -0.1849 -0.5739 0.0928 0.00
O -3.319880 4.092000 -2.652843 1.7210 -0.8586 -0.2246 0.00
C -2.462456 3.160499 -3.356691 -1.2278 0.3022 0.7822 0.00
C -1.040321 3.076906 -2.628669 -0.0644 -0.2986 -0.5509 0.00
C -0.056690 1.927196 -3.160391 0.8568 0.1893 1.6272 0.00
O 0.028492 1.791558 -4.607090 0.6179 2.4137 0.0284 0.00
C 0.279520 3.026714 -5.260127 -3.1754 1.0391 -2.8588 0.00
C 1.453141 4.053109 -4.921876 -0.1856 -0.0900 -0.1970 0.00
O -0.524016 3.344911 -6.188840 3.5258 -1.3855 3.3698 0.00
H -0.403898 -0.458298 -5.955011 -0.8855 -0.5439 -1.2146 0.00
H -1.502111 -0.105375 -7.425088 0.8577 -1.2106 0.9156 0.00
H -0.665434 -1.813550 -7.213789 -0.8090 1.4743 0.5764 0.00
H -3.398416 -1.131116 -6.431339 1.2523 -0.3076 0.9783 0.00
H -2.468112 -2.452402 -5.536267 0.2389 1.3555 -0.5578 0.00
H -3.126744 -1.043028 -3.675677 0.7573 1.0292 -1.1652 0.00
H -1.413910 -0.470593 -4.018495 -1.3872 -0.0150 -0.5482 0.00
H -2.380634 1.581694 -5.501246 -0.7765 -0.9668 1.4635 0.00
H -4.039684 0.826520 -5.323163 1.6006 0.2813 1.0735 0.00
H -3.861907 1.770895 -1.180460 -0.0101 -0.6424 -1.6341 0.00
H -3.246516 0.175341 -1.884888 -0.7105 1.4865 -0.3039 -0.01
H -6.085913 1.460116 -2.062169 0.7325 -1.4348 -0.6074 0.00
H -6.724259 -0.858744 -0.904353 1.7204 0.5439 -0.1225 0.00
H -4.944191 -1.427767 -1.221660 -1.1760 1.4137 0.4463 0.00
H -5.271334 -0.016951 -0.029979 -0.5871 -0.7949 -1.0982 0.00
H -7.581454 -0.891879 -4.181680 1.1888 1.2357 0.5249 0.00
H -7.647208 0.730089 -3.320366 1.1653 -0.6870 -0.7472 0.00
H -5.988428 -1.236170 -6.324446 -0.2708 1.6416 -0.6999 0.00
H -5.580388 -0.132792 -8.821831 -0.6426 1.0479 1.2856 0.00
H -6.112979 2.466638 -9.280660 -0.3700 -0.9154 1.8316 0.00
H -7.173121 4.008976 -7.311584 0.4760 -1.8411 0.3913 0.00
H -7.587971 2.880930 -4.855332 0.9324 -1.0185 -1.4666 0.00
H -5.482745 4.079243 -2.421718 -0.6273 -0.0755 0.7257 0.00
H -4.924339 4.690486 -4.157870 0.1179 0.7430 -0.7708 0.00
H -2.463328 3.569977 -4.432401 0.7778 -0.9817 1.2707 0.00
H -0.503209 4.076813 -2.759326 -0.7957 -1.2048 0.2239 0.00
H -1.173432 2.904922 -1.501504 0.0345 0.2470 -1.6118 0.00
H -0.305141 0.889571 -2.719652 0.1429 1.6477 -1.0188 0.00
H 1.007538 2.186225 -2.778134 -1.5392 -0.4190 -0.4357 0.00
H 1.831705 4.455793 -5.937335 -0.5953 -0.9049 1.6423 0.00
H 1.013316 4.981709 -4.389906 0.6948 -1.7382 -0.6194 0.00
H 2.308107 3.581372 -4.327522 -1.2636 0.7749 -0.7553 0.00
C 3.372447 9.530897 -0.395617 -0.2358 0.3845 0.0620 0.01
C 3.669554 8.439120 -1.465032 0.6145 0.4186 1.9399 0.03
C 4.988726 8.750068 -2.216455 -0.0731 -0.0821 -0.4414 0.02
C 4.869484 9.830840 -3.280124 0.0525 0.0943 -0.0561 -0.02
C 3.714434 9.527429 -4.225790 0.2496 -0.2777 0.1949 0.02
C 2.381987 9.327803 -3.475299 -1.0588 1.6293 -0.6678 0.02
N 2.489346 8.316063 -2.374058 1.7643 -3.1114 -2.5321 0.30
O 2.533609 7.085205 -2.952106 -0.6059 2.0574 1.2941 0.63
C 1.920732 10.692722 -2.913267 0.1142 0.1916 0.3141 0.01
C 1.279866 8.961778 -4.501262 0.1815 -0.6812 0.1806 -0.02
C 3.935487 7.156243 -0.628748 -0.3740 -0.3655 -0.6577 -0.01
H 2.377218 9.965018 -0.497850 0.1131 -0.0487 -0.1529 -0.01
H 3.383609 9.125952 0.620315 0.1830 -0.1033 -0.1932 0.00
H 4.100667 10.346870 -0.425670 -0.0890 -0.0249 -0.0488 0.00
H 5.350158 7.838548 -2.708142 -0.2177 -0.0444 0.0776 0.00
H 5.769783 9.033355 -1.502694 -0.2486 -0.1074 0.1533 0.00
H 4.743827 10.813640 -2.815416 -0.0598 -0.0153 -0.0106 0.00
H 5.801554 9.884406 -3.854255 -0.0656 0.0074 0.1026 0.00
H 3.618703 10.339892 -4.953592 -0.2538 -0.0589 0.1162 0.00
H 3.957236 8.628454 -4.806022 -0.1541 -0.0339 0.1530 0.00
H 0.993291 10.592330 -2.338826 0.1509 -0.0771 -0.0666 -0.01
H 1.719188 11.396149 -3.727629 0.0456 -0.2695 -0.0402 0.00
H 2.662998 11.180019 -2.279641 -0.0544 -0.1041 0.0270 0.00
H 1.525903 8.069923 -5.084531 -0.0026 0.0316 0.2704 0.00
H 1.139001 9.771065 -5.224171 0.1941 0.0805 0.2692 0.00
H 0.319918 8.795095 -4.005240 0.1201 -0.0542 0.0064 0.00
H 3.035558 6.835566 -0.096216 0.0330 0.0618 -0.1174 0.00
H 4.714290 7.340494 0.117737 -0.1155 0.3193 -0.1513 0.00
H 4.288233 6.321654 -1.240549 -0.2211 0.1304 -0.0477 0.00
C -0.299786 -5.319878 -1.610447 -0.2370 -0.3256 0.2106 0.01
C 0.040690 -3.803405 -1.519043 0.5592 -1.5817 -1.2377 0.03
C 1.387343 -3.585675 -0.783180 -0.0793 0.3432 0.2942 0.02
C 1.306633 -3.710241 0.730896 0.0794 -0.0214 0.0981 -0.03
C 0.189634 -2.833463 1.281779 0.2207 0.0679 -0.3118 0.01
C -1.170483 -3.134528 0.619146 -0.9950 -0.7633 1.5690 0.05
N -1.103129 -3.086864 -0.877422 1.8293 3.9154 -0.1788 0.30
O -1.032888 -1.778504 -1.242705 -0.6519 -2.3512 0.4052 0.62
C -1.656466 -4.523419 1.095183 0.0984 -0.3368 -0.1066 0.01
C -2.231072 -2.159485 1.189422 0.1804 0.4083 -0.5702 -0.02
C 0.276952 -3.381151 -2.996588 -0.3660 0.7125 0.2857 -0.01
H -1.291398 -5.556109 -1.222447 0.1153 0.1320 0.0860 -0.01
H -0.326841 -5.674099 -2.644919 0.1930 0.2047 0.0696 0.00
H 0.427336 -5.939022 -1.076287 -0.0845 0.0477 0.0288 0.00
H 1.769551 -2.583730 -1.014140 -0.2222 -0.0101 -0.0875 0.01
H 2.139741 -4.286173 -1.161574 -0.2500 -0.0131 -0.1833 0.00
H 1.160773 -4.755229 1.022350 -0.0619 0.0094 0.0099 0.00
H 2.259997 -3.402186 1.175729 -0.0732 -0.0684 -0.0374 0.00
H 0.119967 -2.973649 2.365970 -0.2382 -0.0290 -0.0949 0.01
H 0.456883 -1.780236 1.129371 -0.1565 -0.0665 -0.1328 0.00
H -2.605239 -4.796224 0.619939 0.1482 0.0939 -0.0050 -0.01
H -1.828216 -4.521483 2.176746 0.0419 0.2263 -0.1363 0.01
H -0.940300 -5.325702 0.911746 -0.0491 0.0595 -0.0866 0.00
H -1.961617 -1.109301 1.044660 -0.0133 -0.1958 -0.2128 0.00
H -2.345198 -2.299761 2.268725 0.1833 -0.2539 -0.1526 0.00
H -3.209780 -2.329290 0.732228 0.1136 0.0358 -0.0552 0.00
H -0.642203 -3.460141 -3.584416 0.0351 0.0600 0.1137 0.00
H 1.026079 -4.027649 -3.464402 -0.1045 -0.1421 0.3232 0.00
H 0.654806 -2.359079 -3.086230 -0.2316 -0.0553 0.1084 0.00
C -1.205795 -5.901124 8.805114 0.1798 0.3501 0.2216 0.01
C -1.770628 -6.303906 7.411297 0.3286 -0.9283 1.8030 0.04
C -0.689079 -7.023699 6.566400 -0.0245 0.1565 -0.4300 0.03
C 0.339034 -6.096206 5.937408 0.1425 -0.0150 -0.0086 -0.03
C -0.344225 -4.972378 5.174580 -0.1299 -0.3040 -0.0141 0.02
C -1.339739 -4.190147 6.054830 0.9677 1.8012 0.1024 0.02
N -2.326439 -5.087073 6.742168 -1.2366 -2.0750 -3.6376 0.29
O -3.227749 -5.498121 5.808390 1.1753 1.0384 1.9868 0.62
C -0.542717 -3.367039 7.093496 0.1729 -0.0864 0.3148 0.02
C -2.032104 -3.111141 5.186077 -0.4932 -0.5134 -0.0991 -0.01
C -2.851554 -7.371853 7.738302 -0.3760 0.3540 -0.6676 0.00
H -1.344347 -4.842780 9.029216 0.0539 -0.0642 -0.1809 -0.01
H -1.719394 -6.416171 9.622053 0.0458 -0.1459 -0.2430 0.00
H -0.139927 -6.128776 8.899807 -0.0625 0.0816 -0.0372 0.00
H -1.173262 -7.581595 5.755496 -0.1659 0.1378 0.0980 0.00
H -0.172197 -7.772928 7.175817 -0.2492 0.1091 0.1608 0.00
H 1.010361 -5.693544 6.702418 -0.0223 0.0501 -0.0070 0.00
H 0.972168 -6.664415 5.246333 -0.0423 0.0184 0.1150 0.00
H 0.416345 -4.295711 4.770263 -0.1726 0.1527 0.1417 0.01
H -0.863132 -5.397007 4.305856 -0.1451 0.0521 0.1556 -0.01
H -1.213382 -2.821289 7.766651 0.0183 -0.1406 -0.1001 -0.01
H 0.086206 -2.622823 6.594209 -0.1775 -0.1657 -0.1389 0.00
H 0.136152 -3.966718 7.701280 -0.1162 -0.0086 -0.0048 0.00
H -2.542076 -3.534681 4.316102 -0.0377 -0.0816 0.2678 0.01
H -1.299700 -2.398626 4.794059 0.1318 -0.2151 0.2341 0.00
H -2.761028 -2.542166 5.769791 0.0150 -0.1192 -0.0204 0.00
H -3.683628 -6.936204 8.299017 0.0880 0.0362 -0.0860 0.00
H -2.424934 -8.174028 8.348327 0.2291 0.2908 -0.0207 0.00
H -3.254645 -7.849743 6.841457 0.0052 0.2571 0.0384 0.00
C 6.205413 -1.255408 3.947864 0.3425 -0.1908 -0.2322 0.01
C 4.921658 -1.647279 4.736785 1.0198 1.8066 -0.4758 0.03
C 5.205945 -1.697721 6.259179 -0.2169 -0.3880 0.1676 0.02
C 5.934710 -2.949088 6.724276 0.0879 -0.0385 0.0692 -0.02
C 5.228694 -4.200696 6.219422 -0.1811 0.3514 0.1070 0.02
C 5.048458 -4.192680 4.687642 1.1910 -1.4914 -0.5291 0.03
N 4.392046 -2.935836 4.193592 -3.4772 -0.2614 2.8052 0.31
O 3.066692 -3.007462 4.511977 2.3189 0.0327 -1.1951 0.60
C 6.433364 -4.377460 4.024702 0.2805 0.2589 -0.0640 0.01
C 4.270291 -5.464706 4.268789 -0.6070 0.4220 0.0639 -0.03
C 3.960727 -0.446391 4.511640 -0.5773 -0.6233 0.0158 -0.01
H 6.449390 -1.964124 3.155552 -0.0638 -0.0521 0.1697 -0.01
H 6.092719 -0.300862 3.426252 -0.1235 -0.0408 0.2594 0.00
H 7.079113 -1.165402 4.600076 -0.0527 -0.0755 -0.0557 0.00
H 4.257560 -1.642257 6.807641 -0.0528 -0.0268 -0.2238 0.00
H 5.778332 -0.815151 6.563763 -0.1036 0.0272 -0.2998 0.00
H 6.977417 -2.930587 6.392759 -0.0275 -0.0356 -0.0400 0.00
H 5.965554 -2.969194 7.819561 0.0259 0.0437 -0.1156 0.00
H 5.795539 -5.085581 6.527210 -0.0601 -0.0163 -0.2786 0.00
H 4.251553 -4.280610 6.712337 -0.0230 0.0590 -0.2076 0.00
H 6.358477 -4.341061 2.932258 -0.0629 0.0513 0.1586 0.00
H 6.857798 -5.352584 4.284903 -0.2588 0.0731 0.0597 0.00
H 7.172707 -3.640439 4.340247 -0.1117 0.0231 -0.0666 0.00
H 3.299499 -5.547431 4.766274 0.0881 0.2156 -0.1266 0.01
H 4.827724 -6.367922 4.535104 0.1827 0.2964 0.0339 0.00
H 4.106580 -5.489695 3.187812 -0.0211 0.0957 0.0810 0.00
H 3.668642 -0.362790 3.460900 0.0347 -0.0839 0.0883 0.00
H 4.447230 0.491604 4.795785 0.2382 -0.2834 -0.0227 0.00
H 3.052371 -0.516143 5.116045 0.0824 -0.1762 -0.1590 0.00
```
Forces are in eV/Å.